Record 1
{"formula": "C2H2N2O2", "method": "ωB97M-V with the def2-TZVPD basis set", "total_energy_ev": -9179.3903, "e_above_lowest_kj_mol": 231.2, "homo_energy_ha": -0.3697, "smiles": "O=c1[nH]cno1", "elements": ["O", "C", "N", "C", "N", "O", "H", "H"], "xyz": [[2.264094, -0.332084, 0.010357], [1.068841, -0.321840, -0.079610], [0.142399, 0.736581, -0.266010], [-1.089135, 0.173971, -0.051302], [-1.007426, -1.126247, 0.007731], [0.308017, -1.444256, -0.154502], [0.503782, 1.738814, 0.344416], [-2.190569, 0.575063, 0.188922]], "atomic_forces_ev_per_a": [[-0.79, 0.50, 0.06], [0.49, -0.14, -0.96], [2.34, 4.42, 3.33], [-3.04, -1.58, 1.27], [-1.48, 1.45, -0.39], [1.05, -0.42, 0.36], [-1.71, -3.98, -2.74], [3.13, -0.24, -0.92]]}

***

Record 2
{"formula": "C2H2N2O2", "method": "ωB97M-V with the def2-TZVPD basis set", "total_energy_ev": -9179.0919, "e_above_lowest_kj_mol": 260.0, "homo_energy_ha": -0.3725, "smiles": "O=c1cn[nH]o1", "elements": ["O", "C", "C", "N", "N", "O", "H", "H"], "xyz": [[2.209987, -0.214196, -0.127407], [1.047306, -0.117191, 0.000482], [0.107147, 1.021114, -0.014692], [-1.136475, 0.554689, -0.087695], [-1.068645, -0.833712, -0.232903], [0.226836, -1.219085, -0.002540], [0.253030, 2.120444, -0.025418], [-1.639185, -1.312062, 0.490175]], "atomic_forces_ev_per_a": [[1.84, 0.06, 0.35], [-1.56, 0.44, -0.82], [-3.02, -0.51, -0.17], [2.13, 0.02, 0.02], [-0.78, 1.45, 1.00], [0.97, -0.86, 0.13], [0.22, -1.17, 0.13], [0.20, 0.56, -0.63]]}

***

Record 3
{"formula": "C2H2N2O2", "method": "ωB97M-V with the def2-TZVPD basis set", "total_energy_ev": -9178.0234, "e_above_lowest_kj_mol": 363.1, "homo_energy_ha": -0.3732, "elements": ["O", "C", "N", "C", "N", "O", "H", "H"], "xyz": [[-2.463644, 0.343050, -0.257235], [-1.401209, 0.805040, -0.100191], [-0.084629, -0.888149, 0.054840], [1.036524, -0.275299, 0.104562], [1.455034, 0.920724, 0.179783], [-0.541777, 1.623753, 0.034009], [-0.112201, -1.886692, -0.092278], [2.111901, -0.642427, 0.076511]], "atomic_forces_ev_per_a": [[0.68, 0.35, 0.11], [-0.34, 0.32, -0.03], [0.22, -0.03, -0.09], [-0.28, 0.55, -0.01], [-0.13, -0.70, -0.11], [-0.46, -0.51, -0.01], [0.21, 0.02, 0.07], [0.10, 0.00, 0.08]]}

***

Record 4
{"formula": "C2H2N2O2", "method": "ωB97M-V with the def2-TZVPD basis set", "total_energy_ev": -9177.9256, "e_above_lowest_kj_mol": 372.5, "homo_energy_ha": -0.3776, "elements": ["C", "C", "H", "H", "N", "N", "O", "O"], "xyz": [[0.272366, -0.547374, 0.120448], [-0.486790, 1.258416, -0.273488], [0.265856, -1.757937, 1.679769], [-1.348589, 1.956118, -0.511802], [-0.439590, 0.335835, 0.635973], [0.637001, -0.518130, -1.098694], [0.963086, -1.464989, 0.772713], [0.136660, 0.738060, -1.324919]], "atomic_forces_ev_per_a": [[4.59, -6.00, 0.39], [-1.86, -1.94, -1.82], [3.42, 1.24, -3.93], [1.86, -0.25, 0.68], [-3.53, 4.53, 4.04], [-0.47, 2.47, -1.23], [-3.68, -3.10, 6.07], [-0.34, 3.05, -4.20]]}

***

Record 5
{"formula": "C2H2N2O2", "method": "ωB97M-V with the def2-TZVPD basis set", "total_energy_ev": -9178.5220, "e_above_lowest_kj_mol": 315.0, "homo_energy_ha": -0.3837, "smiles": "N#C/C(O)=N\\O", "elements": ["N", "C", "C", "O", "N", "O", "H", "H"], "xyz": [[0.843913, 2.061339, -0.147275], [0.380234, 0.988915, -0.111577], [-0.560313, -0.111441, 0.110258], [-1.875535, 0.093654, -0.077123], [-0.015039, -1.270468, 0.256070], [1.448986, -0.970855, 0.182109], [-2.062675, 1.044101, -0.161749], [1.840428, -1.835246, -0.050714]], "atomic_forces_ev_per_a": [[-0.66, -2.26, -0.14], [-0.46, 3.15, 0.43], [1.59, -0.81, -1.15], [0.38, -0.05, 0.51], [0.93, 1.26, -0.17], [-1.54, -1.35, 0.20], [0.20, -0.35, 0.10], [-0.43, 0.41, 0.23]]}

***

Record 6
{"formula": "C2H2N2O2S", "method": "ωB97M-V with the def2-TZVPD basis set", "total_energy_ev": -20009.4240, "e_above_lowest_kj_mol": 668.2, "homo_energy_ha": -0.3283, "smiles": "O=[N+]([O-])N=C=CS", "elements": ["O", "N", "O", "N", "C", "C", "S", "H", "H"], "xyz": [[-2.596012, -0.424113, -0.565314], [-2.785591, 0.668261, 0.064737], [-3.852659, 1.030913, 0.459904], [-1.664745, 1.248429, -0.111535], [-0.536810, 1.019310, 0.316767], [0.715394, 0.520964, 0.216305], [0.648188, -1.105573, -0.508238], [1.633452, 0.732687, 0.804630], [-0.705553, -1.499321, -0.732593]], "atomic_forces_ev_per_a": [[-2.17, -0.26, 1.01], [-2.41, -6.01, -2.24], [0.79, 1.25, 0.70], [4.20, 5.24, 0.59], [1.85, -0.65, -0.39], [-2.74, 0.31, 1.16], [0.06, -1.30, -0.92], [-1.05, 0.07, -0.57], [1.47, 1.34, 0.66]]}